[1]
13 unconnected molecules or ions with the total composition C6H40N2O12 at a distorted geometry. Source: the Open Molecules 2025 dataset; level of theory: ωB97M-V with the def2-TZVPD basis set.

```
60
Properties=species:S:1:pos:R:3:nbo_charge:R:1
C 1.7088 -2.3754 1.3240 -0.6534
C 1.4336 -0.9878 0.8316 -0.2425
N 0.1774 -0.6890 0.0596 -0.6895
C 0.2975 1.8314 0.2614 -0.6692
C 0.2762 0.6031 -0.6369 -0.0542
C -0.9199 0.7444 -1.6538 -0.2455
N -1.0959 -0.5459 -2.3760 -0.6682
C -2.4650 -0.8741 -2.7487 -0.4213
H 1.0806 -2.7695 2.1971 0.2092
H 2.6342 -2.2156 1.9034 0.2316
H 1.6635 -3.2211 0.6097 0.2225
H 2.3321 -0.6229 0.2136 0.1951
H 1.1435 -0.3180 1.7392 0.2182
H -0.5879 -0.8045 0.7185 0.3732
H -0.2419 1.7560 1.2560 0.2175
H 1.3706 2.1591 0.2842 0.2508
H -0.4019 2.6212 -0.0587 0.2061
H 1.2013 0.7032 -1.2701 0.1933
H -1.8346 1.0423 -1.1176 0.1869
H -0.7176 1.5204 -2.3234 0.2160
H -0.6952 -1.3396 -1.8304 0.3569
H -3.1997 -0.2091 -2.3749 0.1699
H -2.5195 -0.8514 -3.7685 0.1864
H -2.8792 -1.8247 -2.5523 0.1865
H -2.6598 0.9341 1.6204 0.4801
H -2.2138 -0.4794 1.8720 0.4667
O -2.1922 0.3880 2.1125 -0.9424
H 4.1486 1.7563 1.0971 0.4813
H 3.6745 3.2616 1.3065 0.4764
O 3.9345 2.4323 1.7311 -0.9550
H 3.2492 0.1052 -3.4332 0.5246
H 1.6840 0.8350 -3.3647 0.5011
O 2.6823 1.0059 -3.3982 -1.0025
H -1.0456 3.1179 3.3764 0.4731
H -0.1457 1.7812 3.2427 0.4843
O -0.1894 2.7435 3.5414 -0.9537
H -0.4014 -3.2325 -2.2847 0.4728
H -0.0747 -2.3429 -1.0172 0.4763
O -0.2016 -3.2572 -1.3171 -0.9718
H 0.5696 0.5238 4.5324 0.4587
H 0.6519 -0.7912 5.0304 0.4659
O 0.9684 -0.2482 4.2902 -0.9207
H -1.7829 -3.3511 1.9730 0.4734
H -2.2000 -4.0503 0.7234 0.4915
O -2.0169 -3.1662 1.1277 -0.9509
H 3.2682 -2.7112 -1.8308 0.4686
H 1.8512 -2.1898 -1.9142 0.4829
O 2.7233 -2.2937 -2.4869 -0.9558
H -3.1218 -2.1448 2.4188 0.4788
H -3.1783 -1.1729 3.7402 0.4917
O -3.0343 -2.1402 3.4069 -0.9798
H -4.5969 1.5938 -0.5091 0.4733
H -3.8660 0.3423 -0.4207 0.4708
O -3.6945 1.3681 -0.3847 -0.9342
H -0.2268 3.8351 -2.4805 0.4748
H 0.1567 2.9742 -3.6738 0.4693
O -0.6051 3.2804 -3.1723 -0.9279
H 3.3874 3.4657 -1.3387 0.4697
H 3.3273 1.9243 -1.8290 0.5157
O 3.4100 2.5702 -0.9744 -1.0035
```

- Gap between HOMO and LUMO: 8.3600 eV
- Highest occupied orbital energy: -8.4 eV


[2]
2 unconnected molecules or ions with the total composition C21H18NO6S2 at a distorted geometry. Source: the Open Molecules 2025 dataset; level of theory: ωB97M-V with the def2-TZVPD basis set.

```
48
Properties=species:S:1:pos:R:3:nbo_charge:R:1
C 3.0856 -3.7565 -2.3279 -0.1991
C 3.6611 -2.8694 -3.2439 -0.2283
C 3.6959 -1.5066 -2.9605 -0.1709
C 3.1519 -1.0462 -1.7668 -0.3400
S 3.1665 0.7214 -1.4062 2.1743
C 1.4132 1.1957 -1.4823 -0.6376
C 0.8075 1.6395 -0.3708 -0.2109
S 0.4233 0.8192 -2.9472 2.1616
C -0.8108 -0.3487 -2.3411 -0.2444
C -0.5379 -1.7156 -2.3651 -0.2001
C -1.4448 -2.6221 -1.8161 -0.2090
C -2.6502 -2.1525 -1.2832 -0.1775
C -2.9360 -0.7809 -1.2814 -0.1998
C -2.0136 0.1202 -1.8128 -0.2152
O -0.2705 2.0289 -3.3139 -0.9306
O 1.2373 0.1005 -3.9006 -0.9354
O 3.5833 0.8590 -0.0327 -0.9197
O 3.8710 1.3802 -2.4779 -0.9293
C 2.5877 -1.9198 -0.8416 -0.1280
C 2.5442 -3.2820 -1.1274 -0.2401
H 3.0585 -4.8260 -2.5468 0.2099
H 4.0857 -3.2280 -4.1851 0.2137
H 4.1258 -0.7952 -3.6599 0.2472
H -0.2473 1.8926 -0.4068 0.2284
H 1.3912 1.7958 0.5320 0.2573
H 0.3988 -2.0626 -2.7928 0.2379
H -1.2024 -3.6894 -1.8129 0.2155
H -3.3737 -2.8584 -0.8672 0.2126
H -3.8767 -0.4049 -0.8699 0.2168
H -2.2150 1.1882 -1.8103 0.2348
H 2.1509 -1.5284 0.0743 0.2650
H 2.0851 -3.9627 -0.4051 0.2255
C -1.6176 0.5976 2.3094 -0.2846
N -0.4573 -0.1244 2.3090 0.4422
O -0.2004 -0.9732 1.3864 -0.6016
O 0.3735 0.0397 3.2512 -0.5583
C -1.8908 1.6416 3.2485 0.0414
C -0.9894 2.0291 4.2717 -0.2671
C -1.2888 3.0817 5.1357 -0.2145
C -2.4982 3.7838 5.0168 -0.2813
C -3.4083 3.4235 4.0083 -0.2305
C -3.1135 2.3669 3.1525 -0.2550
H -2.3405 0.3131 1.5462 0.1875
H -0.0635 1.4749 4.3445 0.2632
H -0.5638 3.3501 5.9055 0.1968
H -2.7380 4.5989 5.7010 0.1929
H -4.3502 3.9662 3.8957 0.1959
H -3.7991 2.0454 2.3674 0.1888
```

- Gap between HOMO and LUMO: 6.0158 eV
- Total charge: -1
- Highest occupied orbital energy: -3.7 eV


[3]
A single C9H8O4 molecule at a distorted geometry. Source: the Open Molecules 2025 dataset; level of theory: ωB97M-V with the def2-TZVPD basis set.

```
21
Properties=species:S:1:pos:R:3:nbo_charge:R:1
O -2.6177 -2.7435 0.3262 -0.5169
C -1.5591 -2.1752 0.2674 0.4254
C -1.3879 -0.7178 0.0805 -0.2666
C -2.5712 0.0074 -0.1025 -0.1223
C -2.5804 1.3696 -0.3079 -0.2457
C -1.3721 2.0415 -0.3829 -0.1538
C -0.1833 1.3572 -0.2197 -0.3301
C -0.1585 -0.0098 0.0522 0.4141
O 1.0286 -0.6562 0.3004 -0.5365
C 2.2675 0.0185 0.3657 0.4301
O 2.3711 1.1701 1.0818 -0.6805
C 3.3132 -0.5662 -0.2144 0.0449
O 3.2404 -1.6972 -0.9574 -0.6672
H -0.6017 -2.7316 0.3430 0.1137
H -3.4982 -0.5468 -0.0777 0.2377
H -3.5099 1.9040 -0.4224 0.2197
H -1.3398 3.1040 -0.5689 0.2188
H 0.7469 1.8962 -0.3039 0.2417
H 1.7839 1.1383 1.8481 0.4879
H 4.3033 -0.1546 -0.1414 0.1990
H 2.3250 -2.0077 -0.9663 0.4865
```

- Gap between HOMO and LUMO: 8.4186 eV
- SMILES: O=Cc1ccccc1O/C(O)=C\O
- Highest occupied orbital energy: -8.5 eV


[4]
A molecular structure, C44H56BKN11O2Se. Source: the Open Molecules 2025 dataset; level of theory: ωB97M-V with the def2-TZVPD basis set.

```
116
Properties=species:S:1:pos:R:3:mulliken_charge:R:1
K 1.0506 -0.1529 0.3933 1.9433
O 1.9291 -4.0498 1.6112 -0.7366
C 2.1606 -2.8481 1.7119 -0.1062
N 1.4161 -1.8782 2.2702 0.0164
C 0.4640 -2.1470 3.1918 -0.6134
O 0.4618 -3.0137 4.0591 -0.7378
C -0.7262 -1.1725 3.1946 0.2849
C -1.4762 -1.0404 4.3564 -0.6292
C -2.6168 -0.2570 4.3306 -0.9191
C -2.9900 0.3417 3.1370 -0.8173
C -2.1794 0.1539 2.0295 -0.6154
N -1.0618 -0.5688 2.0515 1.7618
C 3.4667 -2.3404 1.0736 0.4767
C 4.3984 -3.2981 0.6833 -0.9922
C 5.6177 -2.8771 0.1875 -0.3256
C 5.8685 -1.5154 0.0919 -1.1345
C 4.8736 -0.6367 0.4831 -0.1048
N 3.6913 -1.0273 0.9617 0.2208
H -1.1532 -1.5722 5.2405 0.5923
H -3.2151 -0.1255 5.2243 0.4211
H -3.8819 0.9510 3.0625 0.5407
H -2.4333 0.5934 1.0696 0.1357
H 4.1305 -4.3392 0.7891 0.5032
H 6.3682 -3.5978 -0.1157 0.4116
H 6.8109 -1.1372 -0.2824 0.3978
H 5.0308 0.4336 0.4124 0.6402
C -2.7499 3.6420 1.1805 -1.3757
C -1.3564 3.1875 1.4641 0.5786
C -0.6485 3.3340 2.6367 -0.7776
C 0.6083 2.7542 2.3736 -0.5303
N 0.6532 2.2903 1.1376 -0.6756
N -0.5553 2.5589 0.5691 0.8318
B -0.8601 2.3913 -0.9566 -0.5905
N 0.3112 2.9720 -1.7758 0.0908
N 1.5212 2.3600 -1.8254 0.5923
C 2.2544 3.0526 -2.6747 -0.2557
C 1.5191 4.1386 -3.2036 -1.1421
C 0.2863 4.0461 -2.5977 0.4505
C -0.9046 4.9341 -2.7560 -1.4080
C 3.6809 2.6586 -2.9774 2.6274
C 4.0378 1.3750 -2.2357 -1.3647
C 3.8388 2.4376 -4.4861 -1.7234
C 4.6226 3.7817 -2.5276 -1.9070
N -1.2219 0.9536 -1.4860 1.2885
N -0.2704 0.0371 -1.8349 -0.3741
C -0.8413 -0.8302 -2.6432 -0.6335
C -2.2089 -0.5170 -2.8158 -0.8941
C -2.4049 0.6217 -2.0664 0.4171
C -3.6624 1.4143 -1.9142 -1.5540
C -0.0148 -1.8736 -3.3641 2.8849
C 1.2769 -2.1759 -2.6001 -0.7222
C -0.8169 -3.1610 -3.5724 -1.7998
C 0.3537 -1.2935 -4.7389 -1.8878
C 1.8170 2.6263 3.2772 2.6859
C 1.8845 1.2161 3.8765 -1.4143
C 3.0911 2.8869 2.4666 -1.5932
C 1.7157 3.6454 4.4120 -2.3039
H -3.1739 4.0614 2.0932 0.4422
H -3.3933 2.8221 0.8565 0.0751
H -2.7837 4.4038 0.4003 0.2023
H -1.0013 3.7970 3.5440 0.4143
H -1.8333 3.0641 -1.1660 -0.3244
H 1.8360 4.8894 -3.9110 0.4957
H -0.6477 5.7652 -3.4131 0.3962
H -1.2329 5.3428 -1.7987 0.2136
H -1.7534 4.4031 -3.1915 0.1847
H 3.3658 0.5616 -2.5132 -0.0862
H 3.9436 1.5160 -1.1599 -0.1718
H 5.0653 1.0787 -2.4674 0.6802
H 3.1226 1.6940 -4.8418 0.2092
H 4.8478 2.0839 -4.7185 0.4469
H 3.6649 3.3633 -5.0398 0.3663
H 4.4947 3.9833 -1.4619 0.3059
H 4.4169 4.7065 -3.0718 0.3828
H 5.6666 3.5045 -2.7047 0.4600
H -2.9461 -1.0263 -3.4174 0.4946
H -4.4937 0.8446 -2.3315 0.4091
H -3.6069 2.3710 -2.4363 0.1471
H -3.8897 1.6318 -0.8705 0.2074
H 1.8173 -1.2548 -2.3771 -0.4741
H 1.0744 -2.6998 -1.6637 -0.1607
H 1.9245 -2.8181 -3.2033 0.5898
H -1.2040 -3.5381 -2.6265 0.1020
H -0.1771 -3.9306 -4.0134 0.4429
H -1.6555 -2.9911 -4.2545 0.3397
H 1.0234 -0.4372 -4.6263 0.1790
H -0.5388 -0.9552 -5.2699 0.3896
H 0.8550 -2.0510 -5.3491 0.4787
H 2.0384 0.4509 3.1137 0.1014
H 0.9595 0.9777 4.4083 0.2798
H 2.7141 1.1488 4.5877 0.5404
H 3.1626 2.1949 1.6269 0.0692
H 3.9713 2.7562 3.1032 0.4304
H 3.0977 3.9022 2.0623 0.4047
H 0.8623 3.4316 5.0601 0.3533
H 1.6059 4.6615 4.0253 0.4328
H 2.6194 3.6053 5.0257 0.4434
C -2.2347 -5.2769 2.4318 -0.8847
N -3.1030 -4.5687 1.5094 0.4557
C -2.6699 -3.6506 0.5902 -0.3280
Se -0.9817 -3.1422 0.2674 -0.4118
N -3.7993 -3.1696 -0.0130 0.2355
C -4.9333 -3.7904 0.4808 0.3388
C -6.2749 -3.6696 0.1799 -0.6726
C -7.1648 -4.4772 0.8843 -0.5203
C -6.7167 -5.3712 1.8538 -0.5649
C -5.3617 -5.4896 2.1551 -0.7013
C -4.4826 -4.6850 1.4556 0.5493
H -1.2485 -4.8154 2.3992 0.1529
H -2.1510 -6.3273 2.1488 0.3038
H -2.6383 -5.1966 3.4410 0.3523
H -3.7332 -2.4745 -0.7391 0.0556
H -6.6216 -2.9733 -0.5726 0.4260
H -8.2234 -4.4086 0.6710 0.3768
H -7.4324 -5.9875 2.3820 0.3737
H -5.0092 -6.1839 2.9062 0.4350
```

- Gap between HOMO and LUMO: 7.0375 eV
- Total charge: -1
- Highest occupied orbital energy: -4.9 eV


[5]
A single C6H10 molecule. Source: the Open Molecules 2025 dataset; level of theory: ωB97M-V with the def2-TZVPD basis set.

```
16
Properties=species:S:1:pos:R:3:nbo_charge:R:1
C -1.3570 1.2027 0.3224 -0.6759
C 0.1013 0.9364 0.4977 -0.0593
C 0.7507 -0.2479 -1.7541 -0.4292
C 0.6159 -1.3453 -0.9354 -0.2547
C 0.2334 -1.3081 0.4043 -0.1629
C 0.5892 -0.1687 1.3178 -0.5156
H -1.5944 2.2523 0.5452 0.2195
H -1.9508 0.5555 0.9792 0.2136
H -1.7058 1.0127 -0.7063 0.2146
H 0.8007 1.6805 0.1294 0.1989
H 0.0532 0.5749 -1.7230 0.2002
H 1.3833 -0.2960 -2.6402 0.1929
H 0.8609 -2.3337 -1.3407 0.2120
H -0.3294 -2.1429 0.8267 0.1957
H 0.0249 -0.2703 2.2534 0.2263
H 1.6585 -0.1161 1.5513 0.2238
```

- Gap between HOMO and LUMO (alpha / beta): 7.5314 / 8.0024 eV
- Highest occupied orbital energy (alpha / beta): -7.3 / -7.2 eV